Below is 3 unconnected molecules or ions with the total composition C31H46N2O7 in a non-equilibrium geometry, with properties calculated with ωB97M-V/def2-TZVPD.

CARTESIAN COORDINATES (ANGSTROEM)
1 C 4.93 -2.96 -1.05
2 C 5.17 -1.86 -0.25
3 C 4.97 -0.48 -0.92
4 C 5.36 -0.17 -2.29
5 C 5.13 1.14 -2.93
6 C 4.48 2.15 -2.12
7 C 4.09 1.84 -0.73
8 C 4.32 0.56 -0.10
9 C 3.37 2.97 0.07
10 O 3.61 3.22 1.23
11 C 2.31 3.77 -0.77
12 C 1.03 4.14 -0.22
13 C 0.06 4.86 -1.07
14 C -1.33 5.19 -0.44
15 O -2.39 4.35 -0.88
16 C -2.36 3.06 -0.27
17 C -2.73 2.00 -1.41
18 C 0.47 5.20 -2.42
19 C 1.78 4.83 -2.99
20 C 2.71 4.08 -2.16
21 C 4.11 3.58 -2.64
22 O 4.85 4.25 -3.31
23 H 5.41 -2.99 -2.06
24 H 4.29 -3.78 -0.66
25 H 5.53 -1.92 0.82
26 H 5.85 -0.94 -2.92
27 H 5.42 1.34 -3.99
28 H 3.99 0.35 0.94
29 H 0.82 3.86 0.84
30 H -1.55 6.27 -0.65
31 H -1.22 5.08 0.68
32 H -1.37 2.78 0.18
33 H -3.16 2.93 0.53
34 H -3.77 1.63 -1.24
35 H -2.71 2.56 -2.39
36 H -2.01 1.14 -1.44
37 H -0.22 5.75 -3.10
38 H 2.07 5.10 -4.03
39 C 7.17 -7.40 4.34
40 O 6.11 -7.42 3.41
41 C 4.82 -7.57 4.01
42 C 4.01 -6.29 3.89
43 N 4.56 -5.23 4.74
44 C 3.99 -3.91 4.47
45 C 4.22 -3.30 3.08
46 O 5.58 -2.96 2.82
47 C 6.38 -4.03 2.34
48 H 8.11 -7.45 3.78
49 H 7.17 -6.48 4.93
50 H 7.13 -8.27 5.01
51 H 4.90 -7.90 5.06
52 H 4.31 -8.36 3.46
53 H 2.98 -6.49 4.20
54 H 4.01 -6.00 2.84
55 H 5.56 -5.18 4.59
56 H 4.42 -3.23 5.21
57 H 2.91 -3.95 4.67
58 H 3.67 -2.36 3.06
59 H 3.81 -3.91 2.28
60 H 5.80 -4.74 1.73
61 H 6.87 -4.55 3.17
62 H 7.16 -3.61 1.71
63 C -5.89 3.44 -1.22
64 O -6.14 2.05 -1.11
65 C -6.95 1.69 0.01
66 C -8.32 1.21 -0.45
67 N -9.11 2.30 -1.00
68 C -10.32 1.86 -1.69
69 C -10.15 0.99 -2.94
70 O -9.56 1.67 -4.04
71 C -8.15 1.70 -4.03
72 H -5.14 3.59 -1.99
73 H -6.80 3.97 -1.51
74 H -5.51 3.85 -0.28
75 H -7.03 2.52 0.73
76 H -6.44 0.87 0.52
77 H -8.84 0.77 0.41
78 H -8.15 0.42 -1.19
79 H -8.54 2.82 -1.66
80 H -10.86 2.76 -1.99
81 H -10.96 1.33 -0.98
82 H -11.16 0.71 -3.28
83 H -9.63 0.05 -2.74
84 H -7.71 0.80 -3.58
85 H -7.79 2.60 -3.53
86 H -7.81 1.75 -5.07

Values from the calculation:
SMILES = C=Cc1ccc2c(c1)C(=O)c1cc(COCC)ccc1C2=O.COCCNCCOC.COCCNCCOC
HOMO-LUMO gap = 7.775 eV
HOMO level = -8.379 eV

Below is a molecular structure, C31H47AsN2O4OsSSb2Si, with properties calculated with ωB97M-V/def2-TZVPD.

CARTESIAN COORDINATES (ANGSTROEM)
1 Os -0.37 -0.10 -0.07
2 C 2.34 0.67 -2.85
3 Sb 2.17 -0.09 -0.89
4 C 3.57 -1.68 -0.87
5 C 3.37 1.40 0.17
6 C 3.49 2.66 -0.62
7 C 4.57 2.82 -1.49
8 C 4.69 3.94 -2.30
9 C 3.73 4.94 -2.23
10 C 2.67 4.81 -1.35
11 C 2.54 3.68 -0.53
12 C 1.40 3.63 0.45
13 Sb -0.32 2.54 -0.22
14 C -0.62 3.57 -2.05
15 C -1.82 3.39 1.02
16 H 3.38 0.97 -3.03
17 H 1.70 1.54 -2.97
18 H 2.04 -0.11 -3.54
19 H 4.56 -1.25 -0.70
20 H 3.52 -2.17 -1.84
21 H 3.35 -2.40 -0.09
22 H 4.34 0.91 0.30
23 H 2.91 1.54 1.15
24 H 5.34 2.05 -1.52
25 H 5.54 4.04 -2.96
26 H 3.81 5.82 -2.86
27 H 1.94 5.61 -1.26
28 H 1.00 4.63 0.62
29 H 1.68 3.20 1.41
30 H -0.94 4.58 -1.81
31 H -1.37 3.09 -2.68
32 H 0.33 3.62 -2.59
33 H -1.85 4.46 0.84
34 H -1.56 3.19 2.06
35 H -2.79 2.95 0.80
36 C -3.98 1.29 -2.39
37 Si -2.94 -0.22 -2.04
38 C -1.40 -0.07 -3.08
39 C -3.74 -1.86 -2.32
40 N -2.41 -0.09 -0.29
41 C -3.29 -0.18 0.74
42 C -4.69 -0.34 0.52
43 C -5.55 -0.50 1.58
44 C -5.07 -0.48 2.89
45 C -3.71 -0.27 3.13
46 C -2.84 -0.10 2.09
47 H -3.92 1.53 -3.45
48 H -3.63 2.15 -1.82
49 H -5.04 1.15 -2.15
50 H -1.73 -0.10 -4.13
51 H -0.69 -0.89 -2.95
52 H -0.88 0.88 -2.94
53 H -3.68 -2.12 -3.38
54 H -4.80 -1.88 -2.03
55 H -3.23 -2.63 -1.74
56 H -5.08 -0.34 -0.48
57 H -6.61 -0.64 1.39
58 H -5.75 -0.62 3.72
59 H -3.35 -0.23 4.15
60 H -1.79 0.09 2.28
61 O 1.09 -2.33 -2.30
62 C 0.44 -2.85 -1.41
63 N -0.42 -2.15 -0.59
64 S -0.70 -2.99 0.82
65 O -2.09 -3.06 1.15
66 O 0.17 -2.36 1.80
67 C -0.07 -4.52 0.22
68 C -0.17 -5.78 0.77
69 C 0.35 -6.83 0.02
70 C 0.94 -6.60 -1.22
71 C 1.03 -5.32 -1.75
72 C 0.50 -4.28 -1.02
73 H -0.63 -5.95 1.73
74 H 0.29 -7.83 0.41
75 H 1.34 -7.44 -1.78
76 H 1.48 -5.13 -2.72
77 C -0.24 -0.80 4.39
78 As 1.06 0.10 3.32
79 C 1.68 1.59 4.33
80 C 2.55 -1.07 3.00
81 O 0.45 0.72 1.86
82 H 0.27 -1.17 5.28
83 H -0.68 -1.63 3.83
84 H -1.01 -0.09 4.69
85 H 2.68 1.87 3.99
86 H 1.73 1.33 5.39
87 H 1.00 2.43 4.19
88 H 3.47 -0.51 3.12
89 H 2.46 -1.46 1.99
90 H 2.52 -1.89 3.71

Values from the calculation:
⟨S²⟩ = 6.05
HOMO-LUMO gap (alpha / beta) = 8.208 / 6.040 eV
multiplicity = 5
charge = +2
HOMO level (alpha / beta) = -13.181 / -13.254 eV
energy above the lowest of the compared OMol25 structures with the same formula, charge and spin = 0.0000 eV

Below is a molecular structure, C31H47BrCuN2P2 in a non-equilibrium geometry, with properties calculated with ωB97M-V/def2-TZVPD.

CARTESIAN COORDINATES (ANGSTROEM)
1 N 2.75 6.16 -6.98
2 C 3.26 4.94 -6.89
3 C 2.90 4.05 -5.87
4 C 1.94 4.40 -4.90
5 C 1.37 5.69 -5.05
6 C 1.84 6.53 -6.09
7 C 1.64 3.45 -3.82
8 Cu -0.93 1.56 -0.48
9 P -3.52 -2.68 1.16
10 C 0.43 3.22 -3.20
11 C 0.16 1.95 -2.61
12 C -1.21 1.59 -2.39
13 C -1.57 0.19 -2.55
14 C -0.52 -0.75 -2.82
15 C 0.83 -0.39 -2.50
16 C 1.16 0.97 -2.44
17 Br -0.88 -2.38 -3.59
18 H 2.48 2.79 -3.53
19 H -0.39 3.94 -3.30
20 H 3.39 3.08 -5.91
21 H 0.60 6.09 -4.40
22 H 3.99 4.69 -7.66
23 H 1.48 7.55 -6.21
24 H -1.97 2.38 -2.48
25 H 2.20 1.28 -2.42
26 H -2.63 -0.07 -2.44
27 H 1.71 -1.04 -2.47
28 P -0.44 1.14 1.73
29 C -2.92 -3.09 -0.53
30 C -3.97 -3.90 -1.30
31 H -1.99 -3.67 -0.38
32 H -2.65 -2.16 -1.04
33 H -3.53 -4.32 -2.21
34 H -4.37 -4.72 -0.70
35 H -4.82 -3.26 -1.60
36 C -4.02 -0.92 1.16
37 C -5.38 -0.75 1.89
38 H -4.10 -0.62 0.10
39 H -3.23 -0.32 1.65
40 H -5.80 0.23 1.65
41 H -6.11 -1.52 1.59
42 H -5.27 -0.82 2.99
43 C -2.02 -2.86 2.22
44 C -2.16 -4.06 3.17
45 H -1.87 -1.91 2.75
46 H -1.16 -3.00 1.55
47 H -1.54 -3.91 4.05
48 H -3.19 -4.21 3.51
49 H -1.82 -4.98 2.69
50 C 0.52 0.09 2.91
51 C 1.14 0.79 4.12
52 H 1.29 -0.43 2.31
53 H -0.17 -0.69 3.25
54 H 2.15 1.16 3.94
55 H 0.54 1.62 4.49
56 H 1.21 0.08 4.95
57 C -1.59 2.12 2.79
58 C -2.42 3.12 1.97
59 H -1.01 2.63 3.57
60 H -2.23 1.39 3.31
61 H -1.91 4.08 1.87
62 H -2.64 2.76 0.95
63 H -3.38 3.30 2.47
64 C 0.77 2.44 1.20
65 C 2.22 1.99 1.08
66 H 0.66 3.28 1.90
67 H 0.42 2.81 0.20
68 H 2.83 2.82 0.69
69 H 2.64 1.71 2.06
70 H 2.33 1.15 0.39
71 N 2.52 -2.01 0.91
72 C 3.15 -3.11 1.40
73 C 2.70 -4.41 1.09
74 C 3.19 -5.50 1.80
75 C 4.14 -5.35 2.82
76 C 4.68 -4.07 3.04
77 C 4.21 -2.97 2.33
78 H 1.68 -2.06 0.34
79 H 2.83 -1.07 1.07
80 H 1.94 -4.55 0.32
81 H 2.82 -6.50 1.57
82 H 4.47 -6.20 3.41
83 H 5.46 -3.95 3.80
84 H 4.65 -1.99 2.54

Values from the calculation:
⟨S²⟩ = 0.75
HOMO-LUMO gap (alpha / beta) = 5.949 / 2.703 eV
multiplicity = 2
charge = +2
HOMO level (alpha / beta) = -11.835 / -11.835 eV
energy above the lowest of the compared OMol25 structures with the same formula, charge and spin = 2.9662 eV